DFT (the ωB97M-V functional and the def2-TZVPD basis) results for 2 unconnected molecules or ions with the total composition C26H21NO at a distorted geometry.

Each line ends with the natural charge from an NBO analysis.
Atoms and positions in Å:
O -1.818 2.994 -1.701  -0.763
N -1.161 0.931 -2.398  -0.607
C -0.962 0.116 -3.423  0.053
C 4.443 -3.437 1.020  -0.171
C 2.398 -1.498 1.139  -0.157
C 1.314 -0.502 1.094  0.258
C -4.901 -0.036 1.182  -0.220
C -2.834 -1.938 1.161  -0.154
C 3.497 -1.340 0.262  -0.147
C 1.649 0.916 1.122  -0.079
C 1.348 3.174 0.308  -0.196
C -1.855 2.605 -4.085  -0.378
C -1.134 0.454 -4.794  -0.402
C 2.345 -2.647 1.965  -0.118
C -1.142 -0.097 1.051  0.090
C -2.512 -0.558 1.098  -0.057
C -1.581 1.737 -5.114  -0.177
C 2.293 3.639 1.240  -0.161
C 2.612 1.384 2.053  -0.180
C 2.902 2.738 2.133  -0.230
C -0.026 -0.926 1.030  -0.329
C 0.986 1.835 0.282  -0.193
C 4.477 -2.321 0.169  -0.212
C -1.635 2.230 -2.676  0.560
C -3.572 0.383 1.177  -0.128
C 3.385 -3.575 1.935  -0.233
C -4.170 -2.348 1.150  -0.225
C -5.213 -1.407 1.141  -0.137
H -6.258 -1.740 1.092  0.227
H 5.277 -2.199 -0.561  0.229
H 5.242 -4.187 0.977  0.227
H 1.496 -2.756 2.650  0.212
H -1.711 2.050 -6.165  0.200
H -0.151 -2.007 1.117  0.218
H -0.900 -0.319 -5.523  0.198
H 3.069 0.659 2.739  0.220
H 3.524 -0.445 -0.370  0.236
H -3.313 1.446 1.206  0.242
H -2.021 -2.668 1.204  0.212
H 0.188 1.466 -0.380  0.284
H 3.368 -4.416 2.629  0.224
H 3.611 3.079 2.887  0.223
H -1.019 0.984 1.196  0.242
H -5.702 0.706 1.185  0.232
H -4.396 -3.416 1.117  0.225
H 0.860 3.843 -0.400  0.256
H 2.552 4.705 1.279  0.225
H -0.631 -0.901 -3.175  0.158
H -2.218 3.610 -4.227  0.206

Calculated values
strongest force on any atom: 1.7 eV/A
E_LUMO: -2.8 eV

=====

DFT (the ωB97M-V functional and the def2-TZVPD basis) results for 16 unconnected molecules or ions with the total composition C83H203B3F12N10O19 at a distorted geometry.

Each line ends with the Mulliken charge.
Atoms and positions in Å:
F 1.279 4.020 -0.713  -0.087
F -0.419 5.164 2.540  0.475
F -1.542 5.154 4.583  -0.236
F -4.258 0.984 -1.312  0.332
F 2.029 5.103 -2.452  -0.505
F -2.026 6.671 2.976  -0.226
F -5.276 -0.220 0.363  -0.431
F -3.695 1.257 0.927  -0.333
F 0.019 5.702 -1.692  -0.331
F -5.746 1.910 0.112  -0.221
F -2.408 4.403 2.701  0.182
F 0.260 3.749 -2.722  0.799
O -0.770 -5.135 -5.001  -0.211
O 4.092 -2.729 -2.290  -0.586
O 2.413 -0.780 1.990  -0.101
O -2.503 -1.051 -3.693  0.317
O -6.332 5.426 -2.663  -0.329
O 4.329 -2.943 -0.078  -0.347
O 6.620 -5.998 2.405  -0.234
O -2.917 -0.992 -5.882  -0.711
O 0.454 -6.337 -0.249  -0.991
O -2.316 -5.562 7.259  -0.147
O -5.220 5.969 7.355  -0.226
O 12.964 0.034 3.298  -0.269
O -0.802 -0.861 -5.135  -0.483
O 4.176 5.082 1.422  -0.462
O 0.039 -4.645 1.173  -0.082
O 5.561 -4.181 -1.412  -0.442
O 1.510 5.166 -6.889  -0.314
O -1.664 -6.000 0.339  -0.495
O -7.370 0.568 -4.515  -0.402
N -6.398 -2.297 -3.686  1.155
N 10.219 -0.719 2.499  0.290
N 1.987 -3.838 -4.914  1.756
N -0.315 2.839 -6.069  0.513
N -2.388 -5.148 4.170  0.610
N -4.229 5.412 -0.170  1.440
N 0.062 -0.667 -0.379  0.991
N 3.782 -6.976 0.998  0.948
N -4.863 3.622 5.318  0.471
N 2.546 7.542 1.780  0.554
C 3.449 -7.946 -1.471  -1.376
C 3.603 -5.640 1.702  -1.243
C -1.997 -2.045 -0.874  -0.079
C 2.624 -7.927 1.425  0.120
C 1.415 -4.167 -3.599  -0.828
C -4.576 4.425 -1.287  0.135
C -5.944 3.355 6.372  -0.735
C -8.360 -3.722 -4.533  -1.138
C -6.071 -0.991 -3.034  -0.155
C 10.910 -3.187 1.978  -1.107
C 1.954 8.570 2.644  -0.692
C -2.833 -4.138 3.125  -1.256
C -1.973 -0.948 -4.803  -0.314
C -7.643 5.340 -3.202  -0.676
C -6.093 0.246 -3.907  0.133
C 3.433 -1.228 2.814  -0.817
C 2.167 -2.328 -5.024  0.493
C -2.009 -5.624 -5.502  -0.891
C -1.074 -4.606 4.773  -0.379
C -1.551 2.138 -5.511  -0.987
C -6.351 -3.465 -1.348  -1.321
C -5.379 3.219 3.974  1.428
C -3.365 -7.085 2.833  -1.455
C -2.153 -6.164 8.497  -0.788
C 8.108 -1.537 1.302  -1.090
C -4.843 5.000 1.152  -1.113
C -1.498 -0.691 -0.463  0.042
C -4.890 6.373 8.659  -0.934
C 0.567 0.798 -0.214  -0.045
C 3.296 -4.462 -5.089  -0.362
C 0.220 1.306 -8.097  -0.811
C 4.636 -3.187 -1.276  0.298
C 0.562 8.406 3.295  -1.180
C -0.242 2.659 -7.607  -0.450
C 2.369 -7.974 2.928  -1.521
C 1.752 -1.806 1.415  0.126
C -5.915 1.836 3.854  -1.543
C 2.595 6.305 2.653  -0.620
C 0.869 2.173 -5.418  -0.778
C -2.669 5.537 -0.124  -0.888
C -7.182 1.640 -5.482  -0.628
C 2.905 5.045 1.985  0.296
C -7.239 4.142 6.167  -1.361
C 2.499 6.192 -6.915  -0.726
C 2.959 -1.747 -6.204  -1.808
C -4.477 5.120 5.287  0.230
C 10.236 0.585 1.846  -1.133
C 8.768 -1.202 2.630  -0.611
C 0.372 -1.418 0.925  0.021
C 11.022 -1.663 1.644  -0.523
C -0.475 4.265 -5.781  0.016
C 3.885 7.938 1.260  -0.814
C 0.786 5.115 -5.652  -1.070
C 0.954 8.402 -0.174  -1.735
C -1.989 4.215 -0.076  0.677
C 1.449 7.254 0.737  0.407
C 12.011 0.291 4.248  -0.794
C -3.315 -6.118 6.496  -0.957
C 3.402 -5.974 -5.189  -1.662
C -0.299 -4.091 -5.847  -0.345
C -3.452 -5.195 5.240  -0.675
C 10.778 -0.630 3.900  -0.586
C -4.127 5.945 6.553  -1.443
C -7.851 -2.427 -3.851  -0.442
C -1.119 -3.297 5.561  -1.490
C 1.187 -4.237 -6.154  -0.722
C -1.744 2.054 -3.973  0.464
C -2.173 -6.521 3.573  -0.020
C -4.780 6.768 -0.500  -0.530
C -0.030 1.500 1.044  -0.222
C -6.064 4.397 -1.798  -0.626
C 14.103 0.913 3.439  -0.788
C -4.261 7.950 0.356  -1.550
C -5.830 -3.406 -2.738  -0.008
C 6.254 -6.721 1.261  -0.535
C 0.791 -1.286 -1.513  -1.009
C 5.012 -7.682 1.277  -0.432
C -0.237 -5.568 0.427  0.266
C 7.146 -6.772 3.433  -0.771
C -5.725 -2.445 -5.063  -0.981
C 3.610 -6.655 -0.533  0.261
C -3.654 2.789 5.660  -0.773
C 4.313 4.380 0.262  -0.367
B 0.918 4.611 -1.877  -0.208
B -1.660 5.388 3.238  -1.342
B -4.741 0.966 0.013  -0.075
H 1.012 1.414 -8.818  0.370
H -4.351 7.816 1.386  0.377
H -2.372 6.106 -1.021  0.467
H -1.973 -5.938 -6.503  0.419
H 1.573 6.177 3.048  0.062
H 5.265 -8.472 0.576  0.296
H -3.745 -4.435 2.617  0.423
H -0.228 -0.874 1.679  0.572
H -3.774 6.915 6.187  0.545
H -0.216 8.306 2.531  0.106
H -0.103 -2.371 0.771  -0.567
H -1.796 0.052 -1.175  0.169
H 9.868 -3.581 1.911  0.163
H -1.772 -0.461 0.533  0.712
H 4.428 -6.072 -0.805  0.157
H -4.232 -6.980 3.392  0.421
H 4.952 -8.067 2.304  0.235
H -2.324 -6.399 -4.821  0.309
H -2.450 -1.011 -6.701  0.368
H -1.255 4.600 -6.458  0.428
H 4.376 -6.328 -4.915  0.409
H -2.990 2.848 4.787  0.004
H 7.121 -2.011 1.448  0.284
H 3.874 -7.572 -2.437  0.203
H 3.928 3.355 0.359  0.206
H -6.221 2.337 6.386  0.746
H -6.125 -2.620 -0.669  0.110
H -1.519 -6.892 -0.060  0.319
H 4.049 -1.757 -6.027  0.416
H 11.352 -3.348 2.938  0.368
H 8.132 -7.118 3.163  0.366
H 1.016 2.519 -4.416  -0.046
H 9.792 0.653 0.874  0.379
H 0.581 6.915 1.222  -0.246
H 1.656 0.774 -0.067  0.481
H 2.806 4.310 2.829  0.430
H 14.924 0.570 2.824  0.269
H 2.107 7.088 -6.419  0.312
H -5.332 0.229 -4.694  0.276
H -3.244 8.238 0.166  0.323
H 10.983 -1.666 4.197  0.366
H -7.863 3.997 7.047  0.450
H 9.765 1.254 2.520  0.468
H 3.085 -8.507 3.529  0.358
H 10.673 -1.443 0.660  0.632
H -7.091 5.190 6.061  0.319
H 1.396 4.896 -4.761  0.517
H -6.179 -1.753 -5.766  0.382
H -6.098 3.393 -2.294  -0.020
H -5.813 6.570 9.194  0.287
H -3.548 -4.105 5.643  0.378
H 0.405 3.504 -7.894  0.497
H 0.944 -5.150 -3.551  0.605
H -3.979 1.853 5.995  0.550
H -4.747 3.947 1.218  0.050
H -3.123 -7.202 6.272  0.429
H -3.449 -6.477 1.956  0.226
H -0.551 0.964 -8.789  0.378
H 3.888 8.919 0.779  0.313
H -5.894 1.559 2.791  0.178
H 0.408 6.142 -5.447  0.681
H 4.154 -4.874 1.228  0.333
H -3.074 -6.285 9.117  0.297
H 0.508 7.849 -0.999  0.400
H 7.925 -0.657 0.703  0.336
H 6.482 -7.574 3.712  0.303
H -2.078 -4.160 2.303  0.147
H 1.671 -2.658 2.120  0.446
H -0.759 -5.374 5.418  0.692
H 1.809 -7.390 0.891  0.066
H -8.083 1.691 -6.139  0.324
H -3.116 -2.094 -0.899  -0.010
H -1.232 2.892 -7.963  0.476
H -1.417 -5.477 8.989  0.227
H 3.212 -6.297 -6.225  0.434
H 2.149 4.808 1.282  -0.364
H 0.290 9.108 0.351  0.349
H -8.201 -1.522 -4.386  0.410
H -4.693 -2.287 -5.052  -0.048
H -6.825 4.256 -1.008  0.412
H -5.712 1.034 -3.269  -0.411
H -1.972 2.990 -3.517  0.740
H -3.163 3.208 6.521  0.469
H 1.773 8.928 -0.675  0.340
H -8.116 -4.641 -3.900  0.249
H -2.909 -3.133 3.497  0.473
H -1.915 -2.682 5.181  0.375
H -1.756 -2.320 -1.894  -0.339
H -2.422 3.579 0.677  -0.231
H 11.445 -3.805 1.242  0.404
H 2.494 -5.362 1.480  0.072
H 2.374 -2.184 0.523  -0.574
H -4.256 -6.021 7.016  0.530
H 1.871 9.388 1.924  0.540
H 8.152 -0.503 3.196  0.463
H -7.847 -3.811 -5.482  0.285
H -4.515 3.374 3.322  -1.231
H -4.275 7.281 8.643  0.332
H 2.993 -1.762 3.666  0.314
H 6.021 -5.910 0.587  -0.046
H 1.899 6.480 0.112  0.220
H -1.506 -2.815 -0.256  -0.554
H -1.114 1.387 1.070  -0.189
H -5.322 5.604 4.842  0.686
H 11.735 1.366 4.187  0.420
H -0.961 4.270 -4.781  -0.162
H 1.351 -5.298 -6.449  0.323
H 7.141 -7.295 0.947  0.510
H -0.424 -4.563 3.852  0.304
H 2.751 -0.686 -6.377  0.310
H 1.257 -1.874 -4.887  -0.302
H 2.696 -6.528 -4.566  0.357
H -6.982 1.801 4.191  0.304
H -3.626 5.298 4.601  -0.298
H -2.427 2.659 -5.938  0.245
H 3.450 5.875 -6.401  0.261
H -4.917 8.782 -0.012  0.448
H 0.324 1.364 -1.154  -0.102
H -5.499 3.635 7.288  0.748
H 3.232 6.539 3.519  0.420
H 4.019 7.298 0.404  0.308
H -5.870 5.338 1.212  0.656
H 3.926 -0.326 3.245  0.237
H -4.487 6.846 -1.522  0.478
H -7.864 3.787 5.370  0.350
H -5.421 1.036 4.357  0.358
H -2.465 6.190 0.703  0.354
H 0.634 -2.368 -1.468  -0.205
H -0.903 4.424 0.161  -1.344
H -2.797 -4.842 -5.408  0.173
H 4.634 7.750 2.017  0.349
H -0.746 -4.269 -6.808  0.995
H 1.714 2.325 -6.064  0.483
H -0.525 -3.104 -5.483  -0.483
H -4.202 5.573 1.875  0.271
H -8.310 -2.363 -2.869  0.401
H -7.855 6.346 -3.631  0.297
H -6.084 -4.397 -3.222  0.525
H 0.261 -0.861 -2.391  0.197
H 0.437 0.603 -7.296  -0.050
H -7.395 -3.709 -1.253  0.424
H 14.304 0.862 4.487  0.329
H -2.650 1.406 -3.870  -0.863
H 2.672 -2.017 -4.052  0.268
H 1.831 -1.071 -1.387  0.685
H 2.810 -8.906 0.967  0.423
H 1.424 -8.505 2.834  0.462
H -6.729 -0.830 -2.192  0.415
H 2.183 -6.998 3.266  0.387
H 0.397 9.394 3.722  0.498
H 11.241 0.884 1.659  0.398
H -1.972 3.751 -1.041  0.710
H 0.504 1.173 1.946  0.310
H 5.426 4.454 0.030  0.324
H 0.543 7.666 4.020  0.435
H -1.279 -6.595 2.910  -0.134
H 3.733 -4.111 -6.080  0.340
H -0.157 -2.817 5.332  0.399
H -6.134 3.922 3.639  0.507
H -6.424 1.426 -6.161  0.389
H 2.194 -4.089 -2.815  0.111
H 8.928 -2.067 3.271  0.500
H 3.798 -5.686 2.757  0.620
H -1.460 1.127 -6.012  0.388
H 9.880 -0.271 4.493  0.337
H 2.736 6.427 -8.000  0.249
H -6.968 2.582 -4.984  0.044
H -0.934 1.479 -3.514  -0.293
H -4.680 -3.312 -2.771  0.097
H 0.600 -3.476 -3.388  -0.332
H -3.186 5.617 7.005  0.493
H 12.277 0.016 5.232  0.530
H -3.204 -8.137 2.690  0.401
H -5.831 -3.456 -5.386  0.469
H 4.188 -1.851 2.284  0.198
H -1.294 -3.415 6.600  0.293
H 4.053 -4.073 -4.397  0.495
H -4.471 3.503 -0.840  -0.546
H -1.690 -7.156 8.334  0.330
H 3.960 4.875 -0.652  0.072
H 12.086 -1.318 1.749  0.397
H -5.894 6.561 -0.416  0.445
H 2.841 -2.333 -7.153  0.316
H 5.738 -4.308 -2.354  0.224
H -4.424 -5.392 4.730  0.586
H -5.065 -1.187 -2.654  -0.440
H -9.420 -3.587 -4.689  0.463
H -4.338 5.625 9.208  0.368
H -4.009 4.634 -2.177  0.527
H 8.663 -2.300 0.739  0.220
H 0.670 1.091 -5.307  0.087
H 2.401 -8.200 -1.442  0.376
H 4.133 -8.735 -1.204  0.324
H -5.866 -4.319 -0.855  0.422
H 0.191 2.598 1.061  -0.115
H 2.742 8.667 3.319  0.615
H 7.348 -6.110 4.267  0.249
H 1.532 -3.661 -7.039  0.461
H -2.032 -7.070 4.479  0.708
H 13.816 1.924 3.121  0.318
H -8.408 5.152 -2.440  0.333
H -7.680 4.652 -3.992  0.176
H 2.692 -6.112 -0.508  0.098

Calculated values
strongest force on any atom: 3.8 eV/A
charge: +4
E_LUMO: -5.4 eV

=====

DFT (the ωB97M-V functional and the def2-TZVPD basis) results for a molecular structure, C29H35Cl3N4O2P2Sn at a distorted geometry.

Each line ends with the Mulliken charge.
Atoms and positions in Å:
Sn -0.416 -2.524 0.824  1.340
Cl -2.894 -3.761 4.821  -0.103
Cl -1.959 -1.494 6.372  -0.107
Cl -0.043 -3.473 5.395  -0.114
P 1.363 -1.512 -1.129  0.342
P -2.299 -1.088 -1.284  -0.054
O -0.712 -0.699 3.782  -0.497
O -1.573 -2.442 2.621  -0.631
N -2.305 0.618 -1.866  0.291
N 2.305 -2.721 -2.104  0.389
N 2.557 -0.253 -1.304  0.633
N -3.858 -1.466 -2.175  0.323
C -1.240 -1.796 3.700  0.364
C 2.945 -4.767 -2.839  -0.584
C 0.242 -0.946 -2.448  -0.564
C -1.205 3.735 3.680  -0.308
C 0.954 4.614 4.600  -0.722
C 3.722 -0.225 -0.514  -0.701
C -1.565 -2.606 5.052  0.512
C 2.363 3.948 2.559  -0.545
C -0.619 3.123 2.444  -0.006
C 1.927 2.710 2.289  -0.508
C -5.652 -1.641 -3.574  -0.668
C 4.090 1.024 -2.383  -0.771
C -0.539 4.480 4.571  -0.389
C 2.934 -3.871 -3.957  -0.823
C 1.179 -3.643 1.874  -1.142
C 4.665 0.562 -1.159  -0.705
C -2.052 1.680 -0.981  -0.752
C -1.107 -1.686 -2.535  -1.389
C -1.766 2.465 -3.097  -1.174
C 2.806 0.513 -2.451  -0.295
C -1.697 2.813 -1.711  -0.394
C 1.552 5.017 3.236  -0.795
C 2.582 -2.620 -3.474  -0.117
C -2.131 1.127 -3.166  -0.170
C 2.576 -4.033 -1.715  -0.427
C -4.578 -0.833 -3.196  -0.279
C 0.588 2.173 2.680  -0.079
C -5.590 -2.828 -2.767  -0.576
C -4.479 -2.704 -1.936  -0.410
H 3.186 -5.814 -2.861  0.453
H -2.252 3.498 3.856  0.516
H 0.748 5.374 2.577  0.381
H -2.178 1.531 0.079  0.570
H -0.357 3.895 1.706  0.609
H 0.738 -1.045 -3.424  0.196
H 2.498 -4.310 -0.675  0.237
H 0.444 1.268 2.078  -0.017
H -4.300 0.136 -3.573  0.550
H 2.574 1.988 1.783  0.434
H 3.135 -4.113 -4.987  0.466
H -0.995 -2.764 -2.359  0.564
H 2.223 5.866 3.432  0.431
H 3.735 -0.754 0.428  0.464
H -1.401 2.499 1.985  -0.171
H -6.275 -3.659 -2.792  0.441
H -1.420 3.766 -1.295  0.479
H 1.618 -4.391 1.187  0.397
H 5.663 0.772 -0.807  0.488
H -1.574 3.124 -3.932  0.475
H 0.101 0.127 -2.259  0.427
H -1.060 5.011 5.368  0.469
H -1.525 -1.560 -3.542  0.573
H 1.465 3.710 4.966  0.409
H 0.583 1.830 3.726  0.506
H -4.078 -3.361 -1.184  0.322
H 4.552 1.643 -3.143  0.453
H -2.318 0.528 -4.050  0.574
H 1.185 5.408 5.327  0.420
H -6.389 -1.413 -4.329  0.442
H 2.519 -1.677 -3.994  0.376
H 0.755 -4.136 2.769  0.302
H 1.948 -2.905 2.172  0.436
H 2.038 0.653 -3.196  0.504
H 3.345 4.305 2.228  0.428

Calculated values
strongest force on any atom: 5.5 eV/A
charge: +2
E_LUMO (alpha / beta): -9.1 / -10.0 eV

=====

Look up the strongest force on any atom of the third one. 5.5 eV/A